Record 1
Below is one molecule with the formula C2ClF4N at a distorted geometry, with properties calculated with ωB97M-V/def2-TZVPD.

For the LUMO energy, the calculation gives 0.132 eV. As for the relative energy (zero: lowest compared OMol25 entry of this formula, charge and spin): 2.9 kcal per mole. For the max |F|, the calculation gives 0.09201 hartree/bohr. The calculation puts the highest occupied orbital energy at -12.04 eV. Its structure (SMILES) is F/C(Cl)=N/C(F)(F)F. The calculated total energy is -990.61687 Eh. The value obtained for the HOMO-LUMO gap is 12.18 eV.

Each line ends with the natural charge from an NBO analysis.
Positions of all 8 atoms, in Å:
1 F 2.22 1.16 -0.53  -0.26
2 C 1.41 0.25 -0.12  0.62
3 Cl 2.10 -0.98 0.78  0.11
4 N 0.18 0.46 -0.46  -0.55
5 C -0.96 -0.31 -0.21  1.07
6 F -0.82 -1.55 0.54  -0.36
7 F -1.90 0.42 0.48  -0.31
8 F -1.55 -0.62 -1.37  -0.30

Record 2
Below is C2ClF4O2S as an isolated structure at a distorted geometry, with properties calculated with ωB97M-V/def2-TZVPD.

For the LUMO energy (spin up / spin down), the calculation gives 3.433 / 1.260 eV. Its charge is -1. As for the relative energy (zero: lowest compared OMol25 entry of this formula, charge and spin): 22.7 kcal per mole. As for the expectation value of S²: 2.008. For the max |F|, the calculation gives 0.07083 hartree/bohr. The calculation puts the highest occupied orbital energy (spin up / spin down) at -0.99 / -4.37 eV. Its multiplicity is 3. The calculated total energy is -1484.47722 Eh. The value obtained for the HOMO-LUMO gap (spin up / spin down) is 4.42 / 5.63 eV.

Each line ends with the natural charge from an NBO analysis.
Positions of all 10 atoms, in Å:
1 C 0.42 1.51 0.18  0.87
2 C 0.59 0.67 1.39  0.24
3 O -1.46 -2.74 -0.30  -1.03
4 O 0.06 -2.60 -2.27  -1.02
5 F 0.15 2.75 0.53  -0.31
6 F 1.37 1.41 -0.72  -0.29
7 F -0.78 1.10 -0.53  -0.36
8 F -0.56 0.80 2.04  -0.31
9 S -0.67 -1.92 -1.20  1.13
10 Cl 0.87 -1.00 0.88  0.08

Record 3
Below is a 2-piece molecular cluster, C2ClFN3O3 overall at a distorted geometry, with properties calculated with ωB97M-V/def2-TZVPD.

For the LUMO energy (spin up / spin down), the calculation gives 2.624 / 2.631 eV. Its charge is -1. As for the relative energy (zero: lowest compared OMol25 entry of this formula, charge and spin): 39.0 kcal per mole. For the max |F|, the calculation gives 0.04116 hartree/bohr. The calculation puts the highest occupied orbital energy (spin up / spin down) at -4.18 / -4.19 eV. The calculated total energy is -1026.13519 Eh. The value obtained for the HOMO-LUMO gap (spin up / spin down) is 6.80 / 6.82 eV.

Each line ends with the natural charge from an NBO analysis.
Positions of all 10 atoms, in Å:
1 C 2.01 0.67 0.30  0.39
2 C -2.02 0.28 0.33  1.07
3 N 2.85 0.89 1.06  -0.36
4 N 1.16 0.59 -0.68  -0.22
5 N 0.00 0.85 -0.85  0.18
6 O -0.83 0.75 0.47  -0.48
7 O -2.73 0.08 -0.58  -0.58
8 O -0.36 -2.17 -0.84  -0.86
9 F -2.48 0.05 1.62  -0.37
10 Cl 1.20 -1.88 -0.71  0.24

Question: What is the formula in the second record?
Answer: C2ClF4O2S

Question: The highest relative energy (zero: lowest compared OMol25 entry of this formula, charge and spin) belongs to which entry?
Answer: C2ClFN3O3

Question: Look up the calculated total energy of the second one.
Answer: -1484.47722 Eh

Question: Which of these has the lowest calculated total energy?
Answer: C2ClF4O2S